{
  "formula": "C50H102O13",
  "method": "the ωB97M-V functional and the def2-TZVPD basis",
  "symbols": ["C", "C", "C", "O", "C", "H", "H", "H", "H", "H", "H", "H", "H", "C", "C", "C", "O", "C", "H", "H", "H", "H", "H", "H", "H", "H", "C", "C", "C", "O", "C", "H", "H", "H", "H", "H", "H", "H", "H", "C", "C", "C", "O", "C", "H", "H", "H", "H", "H", "H", "H", "H", "C", "C", "C", "O", "C", "H", "H", "H", "H", "H", "H", "H", "H", "C", "C", "C", "O", "C", "H", "H", "H", "H", "H", "H", "H", "H", "C", "C", "C", "O", "C", "H", "H", "H", "H", "H", "H", "H", "H", "C", "C", "C", "O", "C", "H", "H", "H", "H", "H", "H", "H", "H", "C", "C", "C", "O", "C", "H", "H", "H", "H", "H", "H", "H", "H", "C", "C", "C", "O", "C", "H", "H", "H", "H", "H", "H", "H", "H", "C", "C", "C", "O", "C", "H", "H", "H", "H", "H", "H", "H", "H", "C", "C", "C", "O", "C", "H", "H", "H", "H", "H", "H", "H", "H", "C", "C", "O", "H", "H", "H", "H", "H", "H"],
  "xyz": [[4.010629, 2.927160, -1.355885], [4.172286, 1.488489, -1.188484], [5.156372, 1.378983, -0.041567], [4.834319, 2.507966, 0.764067], [3.904692, 3.324116, 0.193372], [3.127587, 3.223695, -1.921923], [4.866192, 3.424053, -1.813269], [4.533726, 1.065769, -2.125917], [3.245835, 0.991402, -0.900932], [6.198417, 1.488130, -0.342149], [4.873582, 0.439084, 0.432470], [4.097551, 4.394881, 0.127281], [2.914192, 3.126527, 0.603217], [-2.288595, -2.302138, 5.448745], [-1.938270, -1.795269, 4.072457], [-3.312431, -1.583422, 3.463813], [-3.960177, -2.786205, 3.744129], [-3.467646, -3.277769, 4.970541], [-2.603003, -1.638487, 6.254235], [-1.441540, -2.846375, 5.866363], [-1.416993, -2.479102, 3.402570], [-1.472999, -0.809564, 4.073834], [-3.231630, -1.453695, 2.384576], [-3.846746, -0.746007, 3.912547], [-3.023087, -4.247388, 4.746233], [-4.300160, -3.234288, 5.672787], [4.285077, -1.971749, -2.743655], [3.456795, -3.106509, -2.287881], [3.231885, -3.959400, -3.559574], [4.575227, -3.853686, -4.203904], [4.990939, -2.509451, -3.987565], [5.085996, -1.700481, -2.055874], [3.656832, -1.113716, -2.982758], [2.479039, -2.857698, -1.875346], [3.972259, -3.670243, -1.510321], [2.536456, -3.524197, -4.277271], [2.950138, -5.012309, -3.549293], [4.776375, -1.928546, -4.884570], [6.080243, -2.518771, -3.949671], [-4.246938, -2.418116, -0.847944], [-5.334673, -2.848963, 0.051470], [-6.145874, -1.553801, 0.424938], [-5.706631, -0.643987, -0.604779], [-4.330351, -0.927600, -0.964427], [-4.215254, -2.865443, -1.841408], [-3.245890, -2.650552, -0.484654], [-4.713545, -3.154982, 0.893286], [-5.924731, -3.695815, -0.298917], [-5.857875, -1.107038, 1.376551], [-7.228129, -1.683387, 0.427529], [-3.739705, -0.425178, -0.198396], [-4.067526, -0.470775, -1.918543], [4.698271, -2.714247, 3.488565], [3.995806, -3.629000, 4.560639], [2.623045, -3.777426, 3.929696], [2.303140, -2.432092, 3.521409], [3.558367, -1.883939, 2.996496], [5.154596, -3.355661, 2.734595], [5.408458, -2.024659, 3.944860], [3.810278, -3.171684, 5.532515], [4.426835, -4.611238, 4.754341], [1.922202, -4.278980, 4.597052], [2.639838, -4.417987, 3.047941], [3.722656, -0.816665, 3.144979], [3.501757, -2.007453, 1.914997], [1.758322, 3.315682, 4.487752], [2.024234, 1.865218, 4.794500], [3.434698, 1.770207, 5.321509], [3.990556, 3.083790, 5.067818], [3.116376, 3.883032, 4.185100], [1.322850, 3.870918, 5.318518], [1.132291, 3.319354, 3.595477], [2.085323, 1.203456, 3.930525], [1.164774, 1.436757, 5.310104], [4.204835, 1.149547, 4.863504], [3.385686, 1.670188, 6.405800], [3.516552, 3.756239, 3.179179], [3.232558, 4.944845, 4.402229], [-3.456556, 2.983622, 1.631246], [-3.923012, 4.425717, 1.676505], [-5.058403, 4.419463, 2.678935], [-5.206178, 3.043287, 3.109957], [-4.723681, 2.205918, 2.025910], [-2.676203, 2.953033, 2.391644], [-3.000794, 2.607591, 0.715279], [-4.205005, 4.759033, 0.677768], [-3.141884, 5.167191, 1.844312], [-5.981479, 4.761519, 2.210912], [-4.882315, 5.009894, 3.578100], [-5.426349, 1.956756, 1.230763], [-4.646136, 1.248971, 2.541980], [-1.714172, -3.690911, -4.024034], [-0.717119, -4.565016, -4.808629], [0.056887, -3.487495, -5.585990], [0.084376, -2.410565, -4.647523], [-0.959373, -2.399308, -3.717983], [-2.216123, -4.155517, -3.175343], [-2.551820, -3.404392, -4.659917], [-1.334462, -5.139931, -5.498884], [-0.148566, -5.266228, -4.197770], [-0.540981, -3.272630, -6.471700], [1.062283, -3.788065, -5.880866], [-1.679131, -1.581224, -3.746224], [-0.500588, -2.511122, -2.735573], [0.143778, -6.972384, -0.242419], [1.014674, -6.147798, 0.751047], [0.949365, -4.779916, 0.183927], [0.865876, -4.967238, -1.204833], [0.062977, -6.121209, -1.557133], [-0.845567, -7.252277, 0.119467], [0.573486, -7.935361, -0.518318], [2.011969, -6.587627, 0.758372], [0.710912, -6.327041, 1.782400], [1.836677, -4.216755, 0.473113], [-0.035700, -4.429684, 0.492280], [0.437020, -6.668460, -2.422417], [-0.966392, -5.864322, -1.807131], [-0.286307, -0.956141, 0.412511], [-0.140203, -0.212605, -0.908215], [0.171132, 1.229351, -0.473519], [0.918180, 1.128819, 0.736623], [0.741106, -0.186776, 1.261019], [-0.138475, -2.027419, 0.276128], [-1.283610, -0.751066, 0.801664], [-1.048502, -0.464991, -1.455384], [0.709769, -0.498666, -1.527750], [-0.758938, 1.783478, -0.346999], [0.727784, 1.688919, -1.290240], [0.279322, -0.126774, 2.246546], [1.699528, -0.705480, 1.282512], [-3.227515, 4.833630, -4.505754], [-3.272507, 3.628144, -3.646265], [-2.804916, 4.062026, -2.265214], [-2.581712, 5.505025, -2.336645], [-2.418449, 5.929783, -3.707008], [-4.255457, 5.153309, -4.676749], [-2.817617, 4.656230, -5.500037], [-2.497002, 2.923065, -3.945531], [-4.251767, 3.150003, -3.623149], [-1.982797, 3.458729, -1.880188], [-3.630752, 3.880303, -1.577416], [-1.357661, 5.743620, -3.874865], [-2.779888, 6.935466, -3.921645], [0.224082, 4.489446, 0.807143], [0.248660, 5.327012, -0.464988], [-0.555006, 6.621154, -0.205328], [-0.071962, 6.850908, 1.168894], [0.008907, 5.525344, 1.828236], [1.052640, 3.805021, 0.989233], [-0.636533, 3.853314, 0.600309], [-0.038239, 4.801970, -1.376102], [1.267442, 5.684847, -0.613792], [-1.623021, 6.433652, -0.094516], [-0.315463, 7.572298, -0.680775], [-0.821925, 5.212818, 2.460796], [0.849033, 5.518528, 2.522688], [1.191568, 2.366588, -4.426519], [0.656596, 0.945921, -4.224718], [1.156624, 0.118437, -5.304169], [0.884058, 3.128079, -3.709816], [0.963254, 2.641775, -5.456199], [2.264030, 2.261618, -4.262428], [-0.418217, 0.989746, -4.048763], [1.034766, 0.599470, -3.262918], [0.607124, -0.663799, -5.392161]],
  "forces_ev_per_angstrom": [[-1.5956, 1.7051, 1.4094], [0.7520, -1.3821, -1.3950], [-0.9897, 0.2098, -0.5168], [1.5659, -0.4130, 1.9790], [-0.9578, 0.6281, -3.4910], [-0.1118, 0.0041, 0.0125], [0.1755, -0.0868, 0.1532], [0.0864, -0.5271, 0.1322], [-0.1736, 0.0802, -0.0889], [0.0466, -0.4835, 0.0587], [0.8389, 0.0125, 0.6690], [0.4784, 0.1173, 1.2275], [-0.1733, 0.0787, -0.1283], [-0.3592, -2.1752, -0.5772], [-0.5212, 2.5396, -0.2491], [0.6274, -0.0306, -0.3989], [-0.7084, -0.3153, -0.5093], [0.8917, 0.7135, 1.0035], [-0.1357, 0.5851, -0.6620], [-0.1470, -0.3382, 0.0528], [0.3230, -0.1812, 0.5221], [0.6411, -0.1252, 0.0456], [-0.2948, 0.0987, -0.1401], [-0.0105, 0.3045, 0.0271], [-0.4447, -0.3196, 0.5502], [0.1747, -0.7149, 0.2228], [0.9415, 0.8724, -0.5945], [-1.6679, -1.9364, 0.3752], [2.0356, 0.5727, -1.0582], [-1.2967, -0.3600, 0.7786], [0.2986, -0.2937, -1.1990], [-0.4380, 0.2692, 0.3898], [0.2264, 0.1385, -0.0021], [0.0155, 0.3443, 0.0880], [0.0171, -0.3500, -0.1595], [-0.2696, 0.5815, 0.3277], [0.3718, -0.0075, 0.7766], [-0.3728, 0.2522, -0.0778], [0.0625, -0.0574, 0.4294], [2.1047, 0.1157, -2.3289], [-0.2175, -0.1632, 2.1627], [1.6113, -0.3467, -1.2574], [-0.5772, 0.5857, -0.7348], [-1.5343, 0.8301, 1.3428], [-0.5899, -0.0971, -0.1625], [0.0369, -0.2507, 0.3827], [-0.9989, -0.5069, 0.7285], [-0.0506, 0.2528, -0.0069], [0.1231, -0.3469, 0.3091], [0.1035, 0.1490, -0.3991], [0.5099, -0.0021, 0.1485], [-0.3953, -0.1545, -0.1041], [0.1701, -0.7328, 2.2059], [-0.2736, -0.1754, -0.5511], [0.4550, 0.2915, -0.3465], [0.4687, 0.1132, 0.4264], [-1.1636, -0.5588, -1.5189], [0.0520, 0.2615, -0.0138], [0.4509, -0.4746, -0.0711], [0.4111, 0.3766, -0.0636], [0.4167, 0.1164, -0.2164], [-0.4748, 0.8351, 0.1583], [0.2604, -0.1356, -0.3670], [-0.6889, -0.0220, 0.6302], [-0.1053, 0.1307, -0.3279], [-0.0123, 0.1694, -1.2496], [-0.2637, -1.8174, -1.0882], [0.4078, 2.2737, 1.2272], [-0.1901, 1.2509, -0.1153], [1.4088, -0.9926, 0.8066], [-0.2224, -0.2275, -0.0448], [-0.3953, 0.4904, 0.1651], [-0.5554, 0.5473, -0.8639], [0.4990, -0.1183, 0.8573], [-0.7988, -0.9254, -0.0174], [0.5453, -0.3446, 0.1309], [-0.4671, -0.2840, -0.3412], [0.0283, -0.0970, 0.4374], [0.3218, -0.7497, 0.1528], [0.3752, 0.8025, -1.5714], [-0.4098, -0.5775, 0.3982], [-0.5211, 0.4304, -1.0925], [0.5115, 0.2364, 1.9545], [-0.1043, -0.7998, 0.2690], [-0.1075, 0.3820, -0.2879], [-0.7750, -0.1955, -0.1207], [0.2760, -0.3191, 0.7536], [-0.1636, 0.0233, 0.0484], [0.0793, -0.0063, -0.0728], [-0.2682, 0.8988, -0.3749], [0.8558, -0.1765, -0.1437], [-0.5823, -0.0098, -0.0870], [-1.1394, -0.0033, -0.4381], [-0.9993, -1.0142, 1.2043], [1.3100, 1.5544, -1.3183], [-0.3679, -2.1709, 0.8473], [0.4433, -0.1065, 0.2385], [-0.0003, -0.2139, -0.4272], [0.2998, -0.3715, -0.0925], [0.2449, 0.4030, 0.0284], [0.1373, 0.4784, -0.1655], [0.0129, 0.3295, 0.1797], [0.5295, 0.5393, -0.2908], [-0.0148, 0.4958, 0.2248], [-0.2157, -0.5689, -0.8008], [0.0837, -2.7064, 0.0019], [-0.9295, -0.7817, 0.2118], [0.3503, 0.1619, -2.1224], [0.3571, 0.0585, 2.1585], [-0.0889, 0.4486, 0.2301], [0.3593, 0.0153, 0.3114], [0.3157, 0.3037, -0.4003], [-0.4634, 0.5981, 0.0157], [-0.4360, 0.5933, -0.3263], [0.1831, 1.1114, 0.4912], [0.5822, 0.3676, 0.0787], [-0.1149, 0.4419, 0.1830], [0.9057, 0.9515, -0.5399], [-0.1351, -0.1569, -0.0012], [-0.8782, -0.6527, -0.8186], [-0.4018, -0.2483, -0.7077], [-0.5751, -0.9373, 0.7388], [0.1687, 0.0528, 0.4068], [-0.1373, -0.1985, 0.0303], [-0.0165, 0.9041, -0.4998], [0.0415, -0.6935, 0.2206], [-0.0605, 0.2850, 0.3512], [0.3469, 0.4285, 0.3461], [0.6844, 0.1940, 0.3949], [0.0257, 0.0872, 0.1899], [-0.2732, 1.8878, -0.7114], [1.3455, -1.3359, 0.4723], [-1.4408, 1.2420, 0.1427], [-0.4015, -0.3513, 0.4294], [-0.3441, -3.0055, 0.0757], [0.0126, 0.4192, 0.0290], [0.1800, -0.0214, 0.0630], [-0.3728, -0.4096, -0.5299], [0.1822, -0.0549, -0.0420], [0.6055, 0.4767, -0.1570], [0.0598, 0.3747, 0.4008], [0.1864, 0.7436, -0.6747], [0.2619, -0.0521, 0.5036], [-1.1121, -0.6304, -2.2199], [1.2278, 1.0137, -1.8403], [0.6441, -1.2378, 3.0133], [-0.4663, -1.3732, 0.9700], [0.4147, 1.2823, 1.1908], [0.1403, 0.3695, -0.2508], [-0.3318, -0.2526, 0.8504], [-0.1203, -0.1470, 0.0489], [0.2197, -0.0223, -0.2504], [-0.1383, 0.1335, -0.6623], [-0.0396, -0.5488, -0.6328], [-0.6850, 0.8319, -0.0564], [0.1866, 0.6091, -0.0693], [0.5228, -0.9370, -0.1898], [0.5523, 0.3353, 0.3262], [-0.5842, 1.4026, 0.6993], [-0.5283, -0.2036, 0.0082], [0.1967, 0.3701, 0.1082], [0.2233, 0.3311, -0.5109], [-0.4131, -0.4264, -0.7919], [0.2851, -0.3573, 0.0112], [-0.0822, -0.4009, 0.3745]],
  "homo_lumo_gap_ev": 9.371,
  "homo_energy_ev": -9.1,
  "largest_force_ev_per_a": 3.67,
  "total_energy_ha": -2944.039235,
  "relative_energy_ev": 4.448
}